# 1
# C5H6N2O

An isolated molecule of C5H6N2O in a non-equilibrium geometry (ωB97M-V/def2-TZVPD, the OMol25 dataset).

Total charge: 0
ΔE to the lowest compared entry with this formula, charge and spin, kcal per mole: 104.7
Max |F|, eV Å⁻¹: 5.1
SMILES string: C1=NN=C2OCC[C@@H]12
Spin multiplicity: 1
LUMO, eV: 0.36
E_HOMO, eV: -9.45
Kohn-Sham gap, eV: 9.806

The geometry in XYZ format:
```
14
Properties=species:S:1:pos:R:3:forces:R:3:nbo_charge:R:1
C 1.482 -0.740 0.913 -2.976 1.542 0.960 0.036
N 2.403 0.012 0.479 1.786 -0.660 1.027 -0.211
N 1.916 1.115 -0.172 -2.562 1.440 -2.552 -0.314
C 0.595 0.990 -0.233 2.788 1.734 1.537 0.543
O -0.419 1.591 -0.863 0.349 -0.482 -0.848 -0.454
C -1.464 0.563 -0.869 1.746 -2.660 -3.134 -0.094
C -0.736 -0.749 -0.285 0.778 -1.284 -4.113 -0.405
C 0.147 -0.058 0.615 0.508 -1.692 4.820 -0.431
H 1.430 -1.429 1.731 1.219 -0.943 -0.164 0.204
H -1.964 0.602 0.020 -3.258 1.768 1.460 0.189
H -1.892 0.408 -1.972 0.474 0.795 2.942 0.230
H -1.405 -1.660 0.007 1.405 1.841 -0.641 0.250
H 0.230 -0.916 -0.983 -2.900 -1.421 -0.074 0.214
H -0.324 0.272 1.612 0.643 0.022 -1.220 0.242
```
Positions in Å, forces in eV/Å.

# 2
# C15H44AsF6O7

A structure of composition C15H44AsF6O7 in a non-equilibrium geometry (ωB97M-V/def2-TZVPD, the OMol25 dataset).

Total charge: -1
ΔE to the lowest compared entry with this formula, charge and spin, kcal per mole: 54.8
Max |F|, eV Å⁻¹: 3.0
Spin multiplicity: 1
LUMO, eV: 2.42
E_HOMO, eV: -7.10
Kohn-Sham gap, eV: 9.515

The geometry in XYZ format:
```
73
Properties=species:S:1:pos:R:3:forces:R:3:mulliken_charge:R:1
As -0.609 -0.275 -0.202 -0.214 -0.194 1.262 2.230
F 0.381 1.240 -0.361 -1.534 -1.904 0.185 -0.475
F -1.769 0.530 1.056 2.090 -1.004 -1.935 -0.579
F -1.576 -1.782 0.044 1.218 1.511 -0.397 -0.520
F 0.457 -1.066 -1.429 -0.898 0.498 1.397 -0.527
F 0.480 -0.813 1.147 -1.215 0.601 -1.290 -0.600
F -1.684 0.184 -1.514 0.609 -0.154 0.918 -0.548
C 1.828 0.471 -3.888 0.813 1.193 0.084 -1.121
C 2.530 -0.425 -4.833 0.753 -0.971 0.031 0.725
C 3.906 0.049 -5.308 -0.586 0.127 0.155 -1.385
O 2.685 -1.627 -4.138 0.994 -1.918 0.555 -0.590
H 1.018 -0.041 -3.368 -0.948 0.687 -0.891 0.221
H 1.770 1.416 -4.428 -1.342 0.259 0.473 0.314
H 2.439 0.687 -3.012 0.727 -0.005 -0.119 0.326
H 1.987 -0.726 -5.728 -0.631 0.780 -0.264 0.161
H 4.618 0.091 -4.483 -0.012 -0.140 0.008 0.335
H 3.805 1.056 -5.714 0.073 0.046 -0.160 0.343
H 4.250 -0.619 -6.097 0.228 0.049 0.106 0.352
H 1.973 -1.705 -3.498 -0.038 -0.101 0.030 0.273
C -1.168 3.678 1.306 0.624 -0.379 -0.144 -0.812
C -0.254 4.743 0.648 -0.292 0.610 0.103 0.420
C 0.945 4.248 -0.145 -0.346 -0.879 1.164 -0.469
O -1.082 5.462 -0.249 -1.015 0.592 -0.258 -0.586
H -1.433 2.902 0.588 0.065 0.148 -0.098 -0.042
H -2.104 4.020 1.748 0.059 0.726 -0.408 0.448
H -0.703 3.162 2.145 0.535 -0.030 -0.137 0.204
H 0.144 5.439 1.387 -0.207 0.052 0.553 0.274
H 1.733 4.980 -0.322 -0.424 0.437 -0.241 0.428
H 0.525 3.824 -1.057 0.564 -0.283 0.044 0.057
H 1.411 3.539 0.539 0.247 -0.666 -0.569 -0.196
H -0.705 6.320 -0.456 0.201 -0.082 0.047 0.308
C -3.734 -4.487 -0.382 -0.651 -0.587 1.671 -1.038
C -3.823 -5.192 1.056 1.618 2.000 -0.908 0.335
C -3.516 -4.177 2.180 -0.411 -1.215 -1.305 -1.111
O -5.061 -5.734 1.323 -1.650 -0.757 -0.567 -0.555
H -4.248 -3.528 -0.435 -0.210 0.017 0.405 0.236
H -4.217 -5.124 -1.123 0.449 -0.149 -0.138 0.357
H -2.689 -4.246 -0.574 -0.027 -0.374 -0.242 0.265
H -3.058 -5.968 1.049 0.180 -0.266 -0.010 0.215
H -2.493 -3.836 2.021 -0.248 0.591 0.496 0.289
H -3.673 -4.721 3.111 0.460 0.202 0.338 0.393
H -4.336 -3.465 2.081 0.550 0.598 0.219 0.290
H -5.064 -6.036 2.234 -0.041 -0.016 0.032 0.317
C 3.631 -0.020 4.559 1.087 0.372 0.401 -1.581
C 2.781 0.424 3.378 -0.135 -2.287 -0.404 1.011
C 1.958 1.655 3.444 -0.200 1.301 1.153 -0.887
O 3.607 0.484 2.252 1.034 0.816 -0.271 -0.628
H 4.100 -0.991 4.404 -0.581 -0.379 -0.441 0.342
H 3.148 -0.079 5.535 -0.218 0.340 -0.036 0.326
H 4.544 0.573 4.607 -0.152 0.714 0.338 0.360
H 2.118 -0.434 3.270 -0.500 -0.043 -0.389 -0.040
H 2.463 2.388 4.074 0.039 0.271 0.170 0.423
H 0.987 1.465 3.902 -0.090 0.048 -0.076 0.326
H 1.833 2.153 2.483 -0.094 -0.499 -0.113 -0.097
H 3.400 -0.220 1.633 0.036 -0.358 -0.190 0.586
C -4.874 -0.450 2.238 0.874 0.739 -1.438 -0.437
O -4.325 0.840 1.894 -1.285 -0.207 0.664 -0.554
H -4.887 -1.097 1.361 0.188 -0.174 -0.228 0.094
H -4.255 -0.952 2.981 -0.389 0.052 0.412 0.238
H -5.934 -0.324 2.461 0.245 0.167 0.662 0.320
H -3.489 0.787 1.425 0.185 -0.542 0.000 0.368
C 3.321 -2.598 -0.216 0.176 -0.020 0.598 -0.415
O 2.995 -1.710 0.876 0.439 -1.304 -0.847 -0.586
H 2.915 -2.237 -1.161 0.392 0.171 -0.036 0.007
H 4.399 -2.763 -0.204 0.101 0.742 -0.349 0.312
H 2.987 -3.629 -0.098 -0.737 0.002 0.453 0.277
H 2.039 -1.618 0.904 -0.403 0.114 -0.034 0.325
C -0.675 2.834 -3.439 -1.184 -1.355 0.180 -0.422
O -1.682 2.726 -2.458 -0.578 0.589 0.178 -0.524
H 0.286 2.715 -2.939 0.426 0.988 -0.550 0.075
H -0.754 1.993 -4.128 0.130 -0.391 -0.197 0.253
H -0.988 3.674 -4.059 1.010 0.559 0.372 0.275
H -1.533 1.960 -1.900 0.065 -0.074 -0.174 0.289
```
Positions in Å, forces in eV/Å.

# 3
# C4H5ClN2S

An isolated molecule of C4H5ClN2S in a non-equilibrium geometry (ωB97M-V/def2-TZVPD, the OMol25 dataset).

Total charge: 0
ΔE to the lowest compared entry with this formula, charge and spin, kcal per mole: 35.4
Max |F|, eV Å⁻¹: 4.5
SMILES string: Cl/C=C1/CSN=CN1
Spin multiplicity: 1
LUMO, eV: 0.63
E_HOMO, eV: -7.85
Kohn-Sham gap, eV: 8.474

The geometry in XYZ format:
```
13
Properties=species:S:1:pos:R:3:forces:R:3:nbo_charge:R:1
Cl -1.269 -2.097 1.725 -0.017 -0.833 1.028 -0.002
C -1.624 -0.777 0.719 -0.900 -0.242 0.185 -0.281
C -0.635 -0.062 0.246 1.132 1.882 -2.419 0.143
C -0.609 0.901 -0.997 0.587 1.646 1.632 -0.623
S 0.718 0.498 -2.129 -0.452 -0.719 -1.282 0.467
N 2.037 0.209 -1.192 -0.145 -0.797 3.957 -0.647
C 1.833 -0.079 0.097 -1.393 1.035 -4.160 0.238
N 0.633 -0.225 0.757 1.453 -0.093 2.433 -0.609
H -2.674 -0.638 0.607 -0.373 0.253 -0.624 0.229
H -1.512 0.904 -1.606 -0.086 0.017 0.290 0.250
H -0.283 1.987 -0.730 -1.245 -1.792 0.222 0.231
H 2.648 -0.303 0.684 1.866 -0.267 1.152 0.182
H 0.737 -0.318 1.821 -0.429 -0.091 -2.413 0.421
```
Positions in Å, forces in eV/Å.

# 4
# C19H25N6STe4Ti

A structure of composition C19H25N6STe4Ti in a non-equilibrium geometry (ωB97M-V/def2-TZVPD, the OMol25 dataset).

Total charge: -1
ΔE to the lowest compared entry with this formula, charge and spin, kcal per mole: 105.3
<S²>: 2.028
Max |F|, eV Å⁻¹: 4.4
Spin multiplicity: 3
LUMO (alpha / beta), eV: 1.96 / 1.78
E_HOMO (alpha / beta), eV: -3.13 / -3.16
Kohn-Sham gap (alpha / beta), eV: 5.089 / 4.939

The geometry in XYZ format:
```
56
Properties=species:S:1:pos:R:3:forces:R:3:nbo_charge:R:1
Ti -1.041 -0.461 0.268 3.635 -2.048 -1.492 0.838
N -4.109 0.113 2.956 -0.351 0.198 -0.082 -0.838
C -3.119 0.123 1.952 0.650 -0.870 2.298 0.026
S -1.640 -0.789 2.516 -0.064 0.861 1.129 -0.334
N -2.847 1.362 1.440 1.023 1.733 -1.088 -0.399
N -1.842 1.265 0.568 -1.547 1.613 1.379 -0.346
C -1.356 2.355 -0.066 -0.131 0.544 -0.120 -0.039
C -1.840 3.702 0.248 0.015 0.092 0.119 0.037
C -3.202 3.981 0.361 -0.109 -0.032 -0.177 -0.193
C -3.633 5.255 0.680 -0.039 0.147 0.034 -0.216
C -2.717 6.273 0.894 0.031 0.149 0.014 -0.233
C -1.360 6.003 0.795 0.007 0.239 0.126 -0.214
C -0.925 4.728 0.496 -0.054 -0.133 -0.037 -0.235
C -0.355 2.101 -1.011 -0.172 -0.336 0.014 0.190
C 0.148 3.101 -1.890 0.085 0.171 -0.007 -0.252
C 1.141 2.811 -2.773 -0.079 -0.244 0.065 -0.168
C 1.644 1.492 -2.809 0.042 0.124 -0.030 -0.348
C 1.081 0.561 -1.980 0.510 -0.393 -0.388 0.084
N 0.092 0.788 -1.108 -0.385 1.256 0.245 -0.612
H -4.503 -0.815 3.097 0.089 0.219 -0.091 0.390
H -4.847 0.777 2.759 -0.088 -0.098 -0.124 0.375
H -3.933 3.202 0.192 0.128 -0.001 0.027 0.234
H -4.693 5.454 0.767 -0.043 0.011 -0.010 0.206
H -3.051 7.271 1.144 -0.040 0.019 0.006 0.201
H -0.633 6.784 0.979 -0.008 0.044 0.013 0.200
H 0.137 4.516 0.465 -0.033 -0.024 -0.015 0.212
H -0.289 4.087 -1.833 0.046 -0.007 -0.084 0.228
H 1.525 3.560 -3.452 -0.019 0.079 0.007 0.206
H 2.441 1.209 -3.480 0.006 -0.046 -0.005 0.208
H 1.467 -0.451 -2.030 -0.167 0.090 0.111 0.178
Te -2.105 -2.970 0.275 -0.454 -3.614 -0.640 -0.020
Te -3.609 -5.221 0.119 0.091 0.198 0.009 -0.522
Te -6.116 -1.702 0.340 0.212 0.140 -0.029 -0.463
Te -3.604 -0.849 0.017 -3.885 -0.104 -1.665 0.476
C 4.357 -3.373 1.170 -0.124 -0.183 -0.019 -0.620
C 3.098 -4.175 0.828 0.248 0.118 0.290 -0.203
N 2.247 -3.518 -0.146 -0.060 -0.281 -0.096 -0.433
C 2.456 -3.855 -1.544 -0.020 0.177 -0.219 -0.209
C 3.449 -2.933 -2.258 -0.144 -0.093 0.069 -0.617
C 1.324 -2.601 0.242 -0.001 0.017 0.079 0.521
C 1.138 -2.329 1.704 0.030 0.290 0.188 -0.678
N 0.513 -1.978 -0.536 0.571 0.404 -0.341 -0.799
H 4.859 -3.820 2.024 0.105 -0.038 0.096 0.212
H 4.113 -2.341 1.418 -0.023 0.013 0.005 0.212
H 5.054 -3.365 0.335 0.064 0.041 -0.061 0.202
H 2.522 -4.367 1.735 0.071 -0.060 -0.118 0.213
H 3.387 -5.146 0.416 -0.095 0.043 0.090 0.200
H 1.496 -3.854 -2.073 0.116 -0.059 0.124 0.209
H 2.827 -4.883 -1.581 -0.111 0.074 -0.001 0.203
H 3.137 -1.892 -2.207 -0.058 0.067 0.033 0.211
H 3.526 -3.213 -3.305 0.013 -0.027 -0.134 0.214
H 4.439 -3.004 -1.815 0.078 -0.015 0.040 0.203
H 2.065 -2.282 2.268 0.090 -0.055 0.037 0.221
H 0.485 -3.100 2.135 0.106 0.171 -0.026 0.264
H 0.626 -1.358 1.817 0.347 -0.584 0.134 0.243
H 0.576 -2.227 -1.523 -0.102 0.006 0.318 0.372
```
Positions in Å, forces in eV/Å.

Look up the max |F| of the first one. 5.1 eV Å⁻¹

Which value of max |F| does entry 3 give? 4.5 eV Å⁻¹

Which of these has the highest ΔE to the lowest compared entry with this formula, charge and spin? C19H25N6STe4Ti